The following is a DFT calculation (ωB97M-V/def2-TZVPD) of C3H3IN4 in the gas phase at a distorted geometry.

Atoms and positions in Å:
N  0.250  -0.129  -2.565
H  -0.167  1.403  1.040
N  0.014  -0.045  -0.366
C  -0.080  0.652  -1.587
H  -0.085  -1.614  1.954
H  -0.165  -0.086  3.038
I  -0.713  2.600  -1.760
N  0.674  -1.259  -2.002
C  -0.089  0.225  0.976
N  0.534  -1.217  -0.782
C  -0.172  -0.529  2.054

Results
**Structure (SMILES)**: C=Cn1nnnc1I
**Electronic energy**: -632.7403 Eh
**Energy above the lowest of the compared OMol25 structures with the same formula, charge and spin**: 33.5 kJ/mol
**Orbital gap**: 10.10 eV
**HOMO**: -0.368 hartree